1.
C32H49GeN3O4S2Si3W | ωB97M-V/def2-TZVPD

Computed properties:
<S²>: 0.773
Net charge: +1
Multiplicity: 2
HOMO (alpha / beta) in eV: -10.30 / -10.37

Structure (XYZ):
```
95
Properties=species:S:1:pos:R:3:forces:R:3:lowdin_spin:R:1
W 1.201137 -0.536293 0.158501 0.058 -0.469 -0.334 -0.04
C 0.227015 1.152662 2.570412 -0.021 -0.013 -0.013 0.00
N 0.752545 -0.091975 2.032158 -0.078 0.081 0.026 0.01
C 0.841500 -1.070172 3.114554 0.008 0.008 0.000 0.00
C 1.898543 -2.121899 2.802028 0.006 -0.007 0.030 0.00
N 2.817048 -1.502080 1.845092 -0.104 0.034 -0.064 0.00
C 3.570672 -0.412876 2.521631 0.018 0.028 0.024 0.00
C 3.806862 -2.376817 1.257202 0.028 -0.012 0.015 0.03
C 4.298224 -3.510510 1.886707 -0.005 0.005 0.006 0.01
C 5.320761 -4.230481 1.286924 0.000 0.000 -0.002 0.00
C 5.857954 -3.803913 0.079285 0.003 0.000 -0.003 0.01
C 5.360594 -2.673365 -0.551154 -0.004 -0.003 0.006 0.00
C 4.324967 -1.954917 0.032685 -0.004 0.005 -0.005 0.02
S 3.573930 -0.588668 -0.781823 -0.010 0.011 -0.010 0.02
C -0.313413 -2.098132 0.550627 0.054 -0.008 -0.014 0.10
C -1.514296 -2.182153 1.239857 -0.019 -0.017 0.022 -0.01
C -2.161044 -3.406527 1.366709 0.005 0.009 -0.006 0.11
C -1.637023 -4.582973 0.811640 0.018 -0.010 -0.011 0.00
C -0.436542 -4.546778 0.139742 -0.026 -0.018 0.018 0.07
C 0.205644 -3.304046 0.051910 -0.059 0.047 0.033 0.07
S 1.748487 -2.945050 -0.542612 0.014 -0.035 -0.007 0.51
H 0.021365 1.870664 1.786301 -0.025 0.002 0.008 0.00
H 0.968196 1.590776 3.251327 -0.013 0.006 0.008 0.00
H -0.683725 0.981655 3.143034 -0.024 0.000 0.013 0.00
H -0.124566 -1.551479 3.298253 -0.001 0.001 0.007 0.00
H 1.106219 -0.530572 4.029385 -0.006 -0.008 0.003 0.00
H 1.472915 -3.015382 2.348536 0.001 0.002 0.000 0.00
H 2.414482 -2.414292 3.721265 0.008 -0.003 -0.007 0.00
H 4.235192 0.060837 1.804589 0.001 -0.006 -0.002 0.00
H 4.160375 -0.846267 3.333456 -0.002 -0.008 -0.003 0.00
H 2.885290 0.331019 2.913601 0.013 -0.011 -0.006 0.00
H 3.891050 -3.835923 2.834792 0.003 -0.003 -0.003 0.00
H 5.700719 -5.122534 1.765627 -0.001 0.001 0.000 0.00
H 6.656237 -4.366984 -0.385068 -0.001 0.002 0.000 0.00
H 5.750289 -2.360541 -1.510996 0.002 -0.003 0.001 0.00
H -1.954428 -1.304917 1.680763 -0.024 0.023 0.021 0.00
H -3.100051 -3.453458 1.905198 0.002 0.002 0.000 0.01
H -2.172666 -5.516193 0.921315 -0.007 0.007 0.005 0.00
H 0.010456 -5.436902 -0.283901 0.007 0.009 -0.005 0.00
O 3.263288 3.536866 0.363141 -0.016 -0.011 0.001 0.00
C 2.592493 2.447081 0.055207 0.004 -0.019 0.003 0.00
O 2.165411 1.649311 0.866857 0.115 0.262 0.094 0.00
C 2.388021 2.179954 -1.369457 -0.003 0.026 -0.003 0.00
C 2.977405 2.901277 -2.384863 0.010 0.027 0.004 0.00
C 2.819414 2.454897 -3.691757 -0.001 -0.012 -0.011 0.00
C 2.070687 1.316968 -3.905276 0.012 -0.005 -0.011 0.00
C 1.513356 0.662717 -2.815893 -0.004 -0.024 0.005 0.00
N 1.651035 1.075043 -1.562476 0.025 0.085 0.027 0.00
C 0.786358 -0.634035 -2.945636 0.001 0.006 -0.010 0.00
O 0.529818 -1.122159 -4.020062 -0.012 0.003 0.002 0.00
O 0.490326 -1.116816 -1.780424 -0.019 0.076 0.104 0.04
H 3.346946 3.602488 1.327618 0.003 0.005 0.001 0.00
H 3.565158 3.774782 -2.141416 0.000 -0.003 -0.011 0.00
H 3.281340 2.981398 -4.515291 0.002 0.005 0.005 0.00
H 1.908946 0.889605 -4.885330 -0.003 -0.002 0.004 0.00
C -3.209085 0.133323 2.997454 0.008 -0.024 -0.033 0.00
Si -2.934603 1.316577 1.541050 0.023 0.019 0.011 0.00
C -4.694912 1.526690 0.905112 -0.020 -0.003 -0.022 0.00
C -2.530935 2.998591 2.305596 -0.008 -0.014 0.019 0.00
Ge -1.391046 0.674714 -0.323966 -0.002 -0.069 0.080 0.01
Si -2.691259 -0.676782 -1.927137 0.001 0.023 0.034 0.00
C -2.174736 -2.440983 -2.274310 -0.001 0.002 -0.031 0.00
C -2.749386 0.222661 -3.573570 -0.004 -0.032 -0.013 0.00
C -4.461930 -0.829113 -1.320776 -0.010 0.003 -0.005 0.00
Si -1.308641 2.911869 -1.283812 0.007 -0.039 -0.016 0.00
C -0.328592 4.155810 -0.254401 -0.042 0.047 0.004 0.00
C -0.656829 3.075702 -3.043099 0.021 0.013 0.000 0.00
C -3.075237 3.553867 -1.371485 -0.004 0.009 -0.020 0.00
H -3.839111 0.673294 3.710421 -0.003 0.004 -0.008 0.00
H -2.331175 -0.215356 3.540828 0.014 0.004 0.002 0.00
H -3.777808 -0.742725 2.676267 0.002 -0.005 0.012 0.00
H -5.205567 2.199595 1.600735 0.015 0.003 0.006 0.00
H -5.230205 0.578486 0.915146 -0.001 0.009 0.001 0.00
H -4.783368 1.954596 -0.089461 -0.012 -0.002 0.009 0.00
H -3.300655 3.178255 3.062543 0.005 0.003 -0.002 0.00
H -2.605986 3.808883 1.580669 0.007 -0.003 -0.003 0.00
H -1.565978 3.079128 2.803350 0.005 0.006 -0.003 0.00
H -1.212638 -2.524685 -2.771503 0.016 -0.008 0.000 0.00
H -2.180986 -3.065087 -1.382334 0.002 -0.002 0.012 0.00
H -2.940200 -2.837129 -2.950226 0.003 0.000 0.004 0.00
H -1.791400 0.188014 -4.093714 0.016 0.006 -0.005 0.00
H -3.071289 1.261485 -3.488486 0.011 -0.001 -0.001 0.00
H -3.475847 -0.298079 -4.205035 0.003 0.013 -0.004 0.00
H -4.523521 -1.268043 -0.322666 -0.009 0.001 0.007 0.00
H -4.974455 -1.507023 -2.009718 0.000 -0.001 0.003 0.00
H -5.006658 0.112951 -1.318233 0.008 -0.020 -0.006 0.00
H 0.737351 4.152992 -0.482623 0.020 -0.020 -0.020 0.00
H -0.454676 4.039842 0.822097 0.010 -0.003 -0.011 0.00
H -0.694080 5.152570 -0.521820 0.020 0.009 0.042 0.00
H 0.405047 3.317436 -3.050762 -0.011 -0.001 -0.012 0.00
H -1.175409 3.914792 -3.515000 0.001 0.000 0.005 0.00
H -0.820929 2.200050 -3.668708 -0.011 -0.003 0.003 0.00
H -3.536356 3.726329 -0.401344 -0.001 0.003 0.000 0.00
H -3.727008 2.891421 -1.944803 0.000 0.009 0.008 0.00
H -3.040805 4.513202 -1.896754 -0.007 -0.004 0.001 0.00
```
Positions in Å, forces in eV/Å.

2.
C5H9BN | ωB97M-V/def2-TZVPD

Computed properties:
SMILES string: CB=C=C1C[N@@H+]1C
Net charge: +1
HOMO in eV: -13.16

Structure (XYZ):
```
16
Properties=species:S:1:pos:R:3:forces:R:3:mulliken_charge:R:1
B -1.540930 0.368557 -1.477328 -2.267 0.598 -2.066 -0.17
C -1.393658 -0.223869 -0.257862 0.985 -1.501 1.460 -0.40
C -0.410653 -0.031051 0.559144 -0.584 1.752 -0.562 0.63
C 0.605100 0.925709 0.916225 -1.908 -0.363 3.433 -0.34
C -1.965230 0.862416 -2.862695 -0.490 -0.178 -0.916 -0.62
C 1.646355 -1.303769 1.655083 0.756 1.417 -1.390 -0.72
N 0.454591 -0.423623 1.685001 1.128 0.531 -0.516 -0.07
H 1.378791 0.809104 0.282782 3.018 0.341 -1.772 0.32
H 0.548210 1.773873 1.626412 -0.253 -0.351 -1.022 0.27
H -2.712638 1.738673 -2.816546 1.591 -0.883 0.144 0.30
H -2.601943 0.089283 -3.471173 1.664 1.064 1.086 0.28
H -0.960083 1.130001 -3.361746 -1.818 -0.120 0.148 0.25
H 1.885755 -1.367872 0.575817 -0.043 -0.639 0.671 0.29
H 2.550138 -0.869300 2.149390 -1.103 0.047 -0.139 0.32
H 1.374938 -2.196220 2.119465 -0.180 -1.731 0.358 0.34
H 0.042404 -0.277291 2.574763 -0.495 0.016 1.081 0.33
```
Positions in Å, forces in eV/Å.

3.
H4O2 | ωB97M-V/def2-TZVPD

Computed properties:
SMILES string: O.O
HOMO in eV: -10.67

Structure (XYZ):
```
6
Properties=species:S:1:pos:R:3:forces:R:3:mulliken_charge:R:1
H -0.651528 -0.174866 0.422858 -1.085 -0.569 -0.677 0.37
H -1.378016 -1.505996 0.316849 0.217 -2.160 0.427 0.29
H 1.234115 1.372927 0.246621 -0.069 -0.586 -0.442 0.33
H 1.373914 0.395139 -1.019387 -1.146 0.445 2.283 0.32
O -1.502330 -0.606834 0.144764 0.492 2.491 0.131 -0.65
O 0.923846 0.519630 -0.111705 1.592 0.380 -1.722 -0.66
```
Positions in Å, forces in eV/Å.

4.
C4H8N2O2 | ωB97M-V/def2-TZVPD

Computed properties:
SMILES string: [H]/N=C(/N)OC(=C)OC
HOMO in eV: -8.63

Structure (XYZ):
```
16
Properties=species:S:1:pos:R:3:forces:R:3:mulliken_charge:R:1
C -1.817774 -0.249824 0.352627 0.099 0.100 -0.385 -0.80
C 0.103438 0.896186 -0.682609 -1.738 -1.281 1.381 0.67
C 1.338650 -1.029652 -0.080129 2.238 1.381 -0.523 0.77
N 1.377077 -0.863738 1.263116 -0.058 0.371 0.088 -0.41
C -0.458146 2.103189 -0.685938 0.244 0.082 -0.524 -0.92
O 1.360940 0.550510 -0.740086 0.173 -2.473 0.332 -0.52
O -0.605047 -0.321079 -0.392319 -0.188 1.606 -0.480 -0.32
N 1.695780 -2.022846 -0.732771 -1.092 0.278 0.095 -0.69
H 1.887728 -1.574674 1.763626 -0.094 0.054 -0.031 0.26
H 1.447813 0.088374 1.592093 0.142 -0.228 -0.010 0.23
H 1.413246 -2.036554 -1.703421 0.367 0.186 -0.126 0.27
H -1.700442 0.322620 1.274794 0.136 0.002 -0.032 0.36
H -2.094188 -1.278234 0.582635 0.002 0.096 -0.048 0.28
H -2.581889 0.217070 -0.269717 -0.168 -0.061 0.108 0.28
H 0.148347 2.945714 -0.986636 0.019 0.021 0.260 0.28
H -1.515533 2.252938 -0.555265 -0.080 -0.134 -0.104 0.25
```
Positions in Å, forces in eV/Å.

Number 1: largest force on an atom 0.01126 Eh/bohr, molar mass 944.60 u. Number 2: largest force on an atom 0.07671 Eh/bohr, molar mass 93.95 u. Number 3: largest force on an atom 0.05043 Eh/bohr, molar mass 36.03 u. Number 4: largest force on an atom 0.05214 Eh/bohr, molar mass 116.12 u.